# C10H6AuCl2IN2S4

A structure of composition C10H6AuCl2IN2S4 (ωB97M-V with the def2-TZVPD basis set, OMol25).

Properties
ΔE to the lowest compared entry with this formula, charge and spin, kcal per mole: 0.0
LUMO energy, eV: -1.44
Total charge: 0
Orbital gap, eV: 6.8

XYZ file:
```
26
Properties=species:S:1:pos:R:3:mulliken_charge:R:1
C -2.633 -3.227 0.420 -0.11
H -0.320 -3.759 -1.821 0.48
H -1.917 4.892 0.440 0.40
C 1.189 2.761 -0.280 0.90
Au 1.220 -1.419 0.071 0.60
N -1.627 -2.390 0.708 0.11
N -0.619 -2.523 -0.162 -0.26
S 5.290 -3.219 0.797 -0.22
H -3.537 -3.248 1.003 0.46
C -1.027 4.314 0.237 -0.80
H 0.264 6.005 -0.035 0.37
S 3.427 -0.905 0.470 -0.16
C 0.185 4.927 -0.028 -0.30
C -2.249 -3.949 -0.689 -0.51
C 1.292 4.144 -0.291 -0.73
I -3.321 -5.405 -1.659 0.17
C -0.006 2.097 -0.004 -0.05
C -1.109 2.934 0.243 0.33
S -0.331 0.362 0.045 -0.38
Cl -2.676 2.252 0.589 -0.23
Cl 2.633 1.890 -0.677 -0.23
H 2.251 4.590 -0.514 0.39
C -0.977 -3.467 -1.019 -0.36
C 3.837 -2.582 0.528 0.16
H -1.588 -1.650 1.395 0.26
S 2.349 -3.424 0.231 -0.28
```